ORCA calculation (wB97M-V/def2-TZVPD) on a molecular structure, C60H147F6N9O17Zr at a distorted geometry.

Properties
Net charge   0
Total energy   -130407.2302 eV
HOMO level   -8.44 eV

Each line ends with the Mulliken charge.
Geometry (Å):
Zr 0.76749 2.50514 0.42633  1.32
C 2.65475 5.53364 0.93690  -0.65
O 3.53414 5.23844 -0.17362  -0.09
O 1.78618 4.42591 0.95646  -0.01
C 3.40678 5.99295 2.25664  0.60
F 2.54935 6.36699 3.21075  -0.26
F 4.20772 5.04697 2.64623  -0.21
F 4.13264 7.06466 1.95837  -0.29
C 4.02781 6.35679 -0.91269  -0.24
C 4.81925 5.83974 -2.07562  -0.95
H 5.49430 5.07698 -1.68755  0.04
H 4.15413 5.40165 -2.81979  0.01
H 5.42091 6.61646 -2.54766  0.49
H 4.64482 7.04626 -0.33647  0.40
H 3.32196 7.03286 -1.39520  0.17
H 2.04966 6.38010 0.61214  0.06
C 0.53074 3.90668 -2.89338  0.01
O 0.38754 5.29304 -2.61619  0.21
O 0.27856 3.20327 -1.63423  0.11
C -0.13312 3.38957 -4.22993  -0.09
F 0.60062 3.62324 -5.25677  -0.32
F -0.14838 2.00170 -4.29402  0.06
F -1.30859 3.91446 -4.51641  -0.29
C 1.00807 6.25339 -3.49416  -0.18
C 0.70383 7.67050 -2.95832  -1.28
H 1.27505 8.36343 -3.57610  0.47
H -0.36341 7.82876 -3.11342  0.23
H 0.95251 7.68835 -1.89721  0.17
H 0.63419 6.20981 -4.51710  0.38
H 2.09199 6.13843 -3.49464  0.07
H 1.56487 3.71367 -3.17875  -0.31
C 2.18364 2.56237 4.49943  -1.25
C 1.42926 1.42325 3.76832  0.50
C 0.25760 0.97475 4.65914  -0.91
O 0.97197 1.79845 2.49386  -0.01
H 2.80822 2.98772 3.71389  0.05
H 2.80125 2.28617 5.35405  0.35
H 1.44711 3.32660 4.74759  0.29
H 2.13324 0.60815 3.60059  0.01
H -0.34108 0.20141 4.17786  -0.33
H -0.47485 1.75929 4.84917  0.32
H 0.57740 0.58123 5.62401  0.59
O -0.81294 -1.13889 -0.74629  2.31
C -0.28489 0.04766 -0.33393  1.55
O -0.87878 1.01363 0.14587  -0.91
O 0.90937 0.42523 -0.34124  0.03
H -1.72253 -0.96956 -0.49022  -0.60
C -7.41432 0.52453 4.07512  -1.09
C -6.41763 0.98164 5.12602  -0.69
C -4.94061 0.73718 4.77757  0.25
C -4.57338 -0.79784 4.72611  -1.05
C -3.04229 -1.16243 4.62534  0.61
C -2.89514 -2.68559 4.78430  -0.75
H -7.51834 -0.55806 4.00243  0.30
H -7.11927 0.91791 3.10234  0.17
H -8.47154 0.74138 4.22796  0.41
H -6.45479 2.06674 5.22230  0.36
H -6.72248 0.53752 6.07361  0.36
H -4.34522 1.14213 5.59588  0.47
H -4.56771 1.21878 3.87363  -0.43
H -5.01550 -1.29339 5.59044  0.60
H -5.09417 -1.24669 3.88029  0.20
H -2.50133 -0.68739 3.80692  -0.44
H -2.59338 -0.62807 5.46262  0.44
H -1.82002 -2.86406 4.76490  -0.25
H -3.35016 -3.17692 5.64432  0.52
H -3.21525 -3.24170 3.90318  0.17
C 0.95689 -3.83456 8.49746  -1.47
C 0.32089 -3.48035 7.13056  -0.13
C 1.40275 -3.11790 6.11839  -0.93
C 0.84574 -2.87079 4.69685  1.41
C 1.99349 -2.65043 3.70435  0.08
C 1.51404 -2.14788 2.33206  0.06
H 1.40795 -2.99466 9.02585  0.32
H 1.72433 -4.59515 8.35379  0.34
H 0.19215 -4.13689 9.21291  0.41
H -0.27901 -4.34320 6.84124  0.33
H -0.43154 -2.69991 7.24400  0.19
H 2.10639 -3.94996 6.09286  0.13
H 1.92440 -2.20340 6.40063  0.36
H 0.20243 -3.72721 4.49487  -0.08
H 0.18938 -2.00095 4.67111  -0.77
H 2.83259 -2.10592 4.13737  0.67
H 2.52109 -3.58376 3.50778  -0.83
H 0.72011 -2.78648 1.94480  0.17
H 1.13657 -1.13674 2.48440  0.21
H 2.32971 -2.17134 1.60940  -0.10
C -0.80260 4.85475 3.17285  -1.24
C -1.61014 3.78178 2.36885  1.56
C -3.08489 3.99052 2.31735  -1.70
O -3.76600 2.99401 1.60503  0.32
C -5.15494 3.25987 1.47988  -1.21
N -1.07918 3.62660 1.02302  2.02
H 0.28660 4.81297 3.17454  -0.20
H -1.02928 4.79913 4.23757  0.42
H -0.99953 5.85016 2.77476  0.36
H -1.49846 2.81814 2.86587  -0.21
H -3.38135 4.95367 1.90196  0.12
H -3.48812 3.88669 3.32469  0.70
H -5.69001 2.65383 0.74878  0.39
H -5.32074 4.22108 0.99336  0.33
H -5.71277 3.21539 2.41526  0.33
H -1.94537 3.39559 0.55778  -0.98
H -1.07560 4.57881 0.68630  -0.63
C 1.87150 -7.60376 1.61473  -1.41
C 2.41719 -6.24099 2.08364  0.74
C 3.80748 -5.87864 1.60821  -0.83
O 4.42933 -4.71689 2.19895  -0.20
C 4.82885 -4.88115 3.55666  -0.79
N 1.48783 -5.22875 1.59363  1.41
H 2.57796 -8.37162 1.93000  0.54
H 1.75401 -7.50610 0.53549  0.03
H 0.93895 -7.85151 2.12175  0.27
H 2.39936 -6.24108 3.17350  0.26
H 3.84881 -5.80039 0.52180  -0.03
H 4.46617 -6.71463 1.84345  0.48
H 4.00222 -5.14221 4.21743  0.26
H 5.23548 -3.92957 3.89907  0.26
H 5.56317 -5.68240 3.63955  0.34
H 1.44077 -5.29687 0.58703  -0.44
H 1.98450 -4.38064 1.82631  -1.09
C -3.16652 7.67180 -1.44847  -1.78
C -2.84181 6.33454 -0.76810  0.88
C -3.26165 5.12281 -1.58750  -1.14
O -3.09351 3.86463 -0.91086  0.30
C -3.40567 2.71867 -1.66881  -0.70
N -1.40463 6.29492 -0.36048  0.34
H -4.19088 7.76484 -1.80921  0.44
H -2.56990 7.94111 -2.32003  0.29
H -3.07007 8.51089 -0.75947  0.42
H -3.49929 6.29281 0.10028  0.03
H -2.69742 5.05685 -2.51776  0.29
H -4.31401 5.28036 -1.82377  0.43
H -3.23985 1.80489 -1.09818  -0.12
H -2.71548 2.61486 -2.50604  -0.07
H -4.42038 2.72028 -2.06690  0.60
H -1.08431 7.19943 -0.04528  0.38
H -0.85893 6.09499 -1.18652  -0.74
C -2.35247 -4.19547 1.24023  0.30
C -2.41235 -5.62992 1.62185  -0.04
C -1.74569 -6.54179 0.56009  -0.28
O -2.76724 -6.74771 -0.42281  -0.43
C -2.38922 -7.38232 -1.61528  -0.56
N -1.67455 -5.79909 2.83702  -0.55
H -1.35367 -3.77763 1.11404  -0.04
H -2.89241 -3.59765 1.97453  -0.42
H -3.00111 -4.06952 0.37334  -0.08
H -3.46973 -5.88338 1.69801  0.53
H -1.55550 -7.55672 0.90915  0.64
H -0.79434 -6.13860 0.21298  -0.27
H -1.72680 -6.71909 -2.17155  0.04
H -3.24385 -7.67737 -2.22409  0.28
H -1.91655 -8.35015 -1.44796  0.35
H -2.18959 -5.42134 3.61941  0.43
H -0.79005 -5.31180 2.81949  -0.05
C 3.90847 0.16999 0.67373  -1.12
C 3.97099 1.69450 0.74036  1.89
C 5.34060 2.30178 0.51509  -1.01
O 5.61256 2.17553 -0.84139  0.07
C 6.94753 2.42716 -1.27512  -1.03
N 2.99574 2.22027 -0.26658  1.45
H 4.70947 -0.26220 1.27349  0.86
H 4.07815 -0.19689 -0.33855  0.21
H 3.00646 -0.20457 1.15765  -0.53
H 3.62796 1.94023 1.74537  -1.24
H 6.15686 1.78828 1.02317  0.54
H 5.42792 3.37151 0.70522  0.48
H 7.70416 1.64416 -1.22487  0.17
H 7.17749 3.30690 -0.67405  0.46
H 6.82342 2.68307 -2.32736  0.20
H 3.21409 1.61549 -1.04546  -0.79
H 3.49737 3.02402 -0.61651  -0.45
C 4.18600 2.33003 -4.38439  -1.79
C 3.31335 1.07937 -4.18932  1.73
C 3.56659 -0.08167 -5.24212  -0.85
O 3.34973 0.23746 -6.66697  -0.50
C 1.94441 0.37409 -7.02628  -0.46
N 3.52319 0.54443 -2.79815  0.80
H 4.30382 3.04484 -3.56998  0.11
H 3.85859 2.84349 -5.28842  0.39
H 5.20497 2.02072 -4.61705  0.46
H 2.25428 1.33545 -4.21924  -1.09
H 2.96103 -0.95163 -4.98806  0.25
H 4.60147 -0.38709 -5.08770  0.44
H 1.33221 0.81911 -6.24189  0.06
H 1.64678 -0.66363 -7.17683  0.25
H 1.81699 0.80009 -8.02147  0.40
H 4.51434 0.36923 -2.71423  0.28
H 3.06892 -0.35412 -2.71849  -0.69
C -4.59930 -1.93164 -3.65123  -1.72
C -3.71914 -1.79810 -2.41965  1.11
C -4.37504 -1.52900 -1.09065  -1.41
O -3.38663 -0.97344 -0.25612  0.10
C -3.99829 -0.46686 0.97937  -1.14
N -2.91202 -2.98358 -2.42625  -0.40
H -5.32290 -2.74591 -3.68959  0.35
H -3.93528 -2.00345 -4.51264  0.20
H -5.19240 -1.02390 -3.76232  0.42
H -3.06778 -0.94013 -2.58613  -0.22
H -4.75837 -2.46842 -0.69234  0.26
H -5.25134 -0.91603 -1.30153  0.51
H -4.35835 -1.33646 1.52914  0.29
H -4.87656 0.15350 0.80082  0.35
H -3.36730 0.17956 1.58937  -0.06
H -3.47487 -3.72808 -2.04020  0.46
H -2.13779 -2.96822 -1.77784  -0.45
C -1.21259 -3.47847 -6.21214  -1.85
C -0.76691 -2.06419 -5.86370  0.57
C -1.63752 -0.97654 -6.53834  -0.20
O -1.49084 -1.14912 -7.96637  -0.37
C -2.14927 -0.21105 -8.79028  -0.79
N -0.80606 -1.95821 -4.41058  0.20
H -0.92987 -3.60233 -7.25752  0.47
H -2.24468 -3.69287 -5.93477  0.26
H -0.63436 -4.18096 -5.61193  0.45
H 0.26423 -1.89144 -6.17193  -0.36
H -1.37796 0.04092 -6.24592  0.27
H -2.65596 -1.21819 -6.23422  0.35
H -1.81637 0.82347 -8.70634  0.27
H -3.22973 -0.24654 -8.65078  0.30
H -1.92560 -0.47794 -9.82316  0.29
H -0.94029 -0.99683 -4.13157  -0.16
H -1.50509 -2.49926 -3.92199  -0.05
C 3.34415 -3.01761 -1.40754  -1.04
C 2.12169 -3.06827 -2.36585  0.22
C 0.92058 -3.86809 -1.74417  0.00
O 1.35689 -5.11271 -1.29472  0.20
C 1.42213 -6.09701 -2.36040  -1.12
N 1.62155 -1.69162 -2.56433  1.42
H 4.27218 -2.66236 -1.85550  0.42
H 3.50858 -3.99546 -0.95492  0.00
H 3.06733 -2.44632 -0.52148  -0.12
H 2.48352 -3.59190 -3.25072  0.76
H 0.07282 -3.97324 -2.42118  0.23
H 0.60761 -3.41180 -0.80505  -0.34
H 1.49390 -7.04169 -1.82139  0.26
H 2.26474 -5.99660 -3.04452  0.30
H 0.49131 -6.21918 -2.91425  0.24
H 1.06014 -1.43344 -1.76542  -1.30
H 0.85740 -1.88734 -3.19510  -0.38